ORCA calculation (ωB97M-V/def2-TZVPD) on the molecule C20H23ClN2O5S at a distorted geometry.

## Properties
Energy above the lowest of the compared OMol25 structures with the same formula, charge and spin ... 2.727 eV
Frontier orbital gap ... 9.32 eV
Energy ... -57688.45986 eV
SMILES ... COc1ccc(S(=O)(=O)N(CC(=O)NC[C@H]2CCCO2)c2ccc(Cl)cc2)cc1

Geometry (Å):
C (1.38127, -3.30650, -6.16696)
O (2.11196, -3.36698, -4.96181)
C (2.10118, -2.30095, -4.13301)
C (2.86329, -2.43297, -2.96439)
C (2.92167, -1.40501, -2.04993)
C (2.22103, -0.23640, -2.29845)
S (2.20196, 1.04082, -1.05797)
O (3.46408, 1.10518, -0.39137)
O (1.65998, 2.25144, -1.59949)
N (1.03368, 0.45435, 0.03202)
C (-0.31064, 0.59827, -0.47886)
C (-1.35338, 0.58576, 0.64119)
O (-2.44012, 0.06537, 0.50395)
N (-0.94444, 1.21158, 1.75661)
C (-1.76759, 1.35329, 2.93129)
C (-2.30470, 2.79007, 3.08894)
C (-3.28286, 3.16625, 1.95562)
C (-4.54219, 3.61914, 2.69972)
C (-4.39421, 2.88708, 4.03244)
O (-3.00856, 2.91566, 4.31185)
C (1.35474, -0.70516, 0.75877)
C (2.49207, -0.69403, 1.56666)
C (2.84663, -1.80961, 2.29911)
C (2.05190, -2.94462, 2.24994)
Cl (2.48774, -4.33960, 3.17095)
C (0.90581, -2.96329, 1.47374)
C (0.56035, -1.85007, 0.72943)
C (1.46089, -0.09016, -3.43989)
C (1.40046, -1.11747, -4.36608)
H (1.54958, -4.26309, -6.65833)
H (0.31087, -3.17894, -5.98066)
H (1.74039, -2.49976, -6.81257)
H (3.39823, -3.35516, -2.80551)
H (3.51029, -1.48543, -1.15040)
H (-0.34422, 1.57447, -0.97026)
H (-0.57703, -0.16630, -1.22032)
H (-0.03019, 1.63724, 1.75707)
H (-1.19116, 1.09001, 3.82231)
H (-2.60413, 0.65849, 2.82815)
H (-1.45259, 3.47964, 3.14222)
H (-2.87867, 3.94782, 1.31611)
H (-3.49283, 2.29048, 1.34265)
H (-5.45911, 3.35529, 2.17916)
H (-4.52283, 4.69638, 2.86644)
H (-4.90563, 3.37225, 4.86406)
H (-4.74759, 1.84984, 3.94637)
H (3.10694, 0.18945, 1.59568)
H (3.73135, -1.79500, 2.91568)
H (0.28414, -3.84420, 1.44719)
H (-0.34040, -1.88490, 0.13959)
H (0.93364, 0.83682, -3.60102)
H (0.80897, -0.98683, -5.25767)

***

ORCA calculation (ωB97M-V/def2-TZVPD) on the molecule C2H5O2P at a distorted geometry.

## Properties
Energy above the lowest of the compared OMol25 structures with the same formula, charge and spin ... 1.699 eV
Frontier orbital gap ... 9.76 eV
Energy ... -15536.95600 eV
SMILES ... COPC=O

Geometry (Å):
C (-0.86193, 0.50060, 0.79039)
O (0.37847, -0.08327, 0.58808)
P (1.31572, 0.13398, -0.68143)
C (2.73778, 0.20262, 0.37968)
O (3.88545, -0.05602, 0.22573)
H (-1.67327, -0.28387, 0.99872)
H (-1.27238, 1.05529, -0.15446)
H (-0.80578, 1.19305, 1.60027)
H (1.40734, -1.27001, -1.15789)
H (2.31202, 0.39768, 1.50558)

***

ORCA calculation (ωB97M-V/def2-TZVPD) on a cluster of 2 separate species, C4H5NO2 in total at a distorted geometry.

## Properties
Energy above the lowest of the compared OMol25 structures with the same formula, charge and spin ... 3.966 eV
Frontier orbital gap ... 9.23 eV
Energy ... -9810.34846 eV
SMILES ... N=C=CO.C=C=O

Geometry (Å):
N (-0.05719, -1.37032, -0.51680)
C (-0.03145, -0.40551, -1.28954)
C (0.06365, 0.84855, -1.67148)
O (1.08114, 1.48970, -2.39114)
H (-0.04683, -2.17941, -1.06683)
H (-0.85839, 1.24417, -1.90174)
H (2.00150, 1.27035, -1.96619)
C (-0.30168, 0.32837, 1.99206)
C (-1.38320, 0.49351, 1.34627)
O (-2.31838, 0.57001, 0.65666)
H (-0.16147, 0.98691, 2.83383)
H (0.32605, -0.59795, 1.84594)

***

ORCA calculation (ωB97M-V/def2-TZVPD) on a structure of composition C28H30GeN7S4Ti at a distorted geometry.

## Properties
Energy above the lowest of the compared OMol25 structures with the same formula, charge and spin ... 0.000 eV
Frontier orbital gap (alpha / beta) ... 5.70 / 7.21 eV
Energy ... -162925.82600 eV
Multiplicity ... 2
⟨S²⟩ ... 0.773

Geometry (Å):
Ti (-2.01494, -5.71262, -19.79722)
N (-2.74323, -8.72260, -16.49801)
C (-2.48125, -8.05746, -17.66515)
S (-1.38209, -6.67180, -17.67507)
N (-3.24033, -8.31615, -18.72621)
N (-3.20256, -7.43946, -19.74947)
C (-3.97729, -7.63438, -20.81032)
C (-3.68191, -6.95383, -22.03045)
C (-4.47154, -7.10150, -23.21810)
C (-4.03166, -6.60433, -24.44682)
C (-2.85000, -5.78560, -24.41660)
C (-2.18198, -5.60226, -23.23715)
N (-2.57386, -6.11887, -22.02904)
H (-2.07053, -8.82383, -15.75628)
H (-3.23828, -9.59710, -16.67315)
H (-4.71862, -8.47721, -20.81863)
H (-5.41392, -7.60848, -23.21271)
H (-4.62134, -6.75905, -25.37862)
H (-2.60987, -5.13723, -25.26104)
H (-1.32627, -4.94175, -23.21920)
S (-2.24840, -3.45703, -21.06640)
C (-1.09803, -3.00415, -19.80370)
N (-0.81506, -3.88094, -18.88432)
C (0.37567, -3.54403, -18.18866)
C (1.16210, -4.37666, -17.35905)
C (2.29489, -3.87691, -16.74785)
C (2.68832, -2.55876, -16.99902)
C (1.87854, -1.72893, -17.81333)
C (0.77013, -2.23271, -18.43601)
S (-0.13720, -1.48761, -19.71234)
H (0.86530, -5.44492, -17.22269)
H (2.91001, -4.53688, -16.14524)
H (3.55988, -2.13228, -16.49757)
H (2.07547, -0.66259, -17.91164)
C (1.04835, -8.04631, -22.56816)
Ge (-0.01851, -8.35177, -20.96347)
C (0.78618, -9.14892, -19.34459)
C (-1.42067, -9.60150, -21.39517)
C (-0.27976, -6.33823, -20.63760)
H (1.75538, -7.22735, -22.49044)
H (0.39541, -7.82738, -23.35306)
H (1.58562, -9.00565, -22.79292)
H (0.01085, -9.74371, -18.91259)
H (1.11261, -8.32037, -18.64492)
H (1.64900, -9.77688, -19.54639)
H (-0.84773, -10.55862, -21.54319)
H (-1.96437, -9.32895, -22.26302)
H (-2.06322, -9.84834, -20.55492)
H (0.03570, -5.74238, -21.50259)
H (0.51152, -6.16993, -19.91901)
S (-7.18229, -2.63669, -16.48341)
C (-5.76717, -3.50143, -17.13143)
C (-4.59676, -3.75903, -16.49293)
C (-3.61291, -4.42335, -17.19460)
N (-3.75729, -4.91379, -18.45771)
C (-4.96981, -4.71365, -19.05577)
C (-6.01768, -4.07092, -18.39486)
C (-6.61229, -0.99380, -16.08647)
C (-6.39920, -0.09048, -17.08867)
C (-5.87670, 1.12669, -16.69152)
N (-5.52579, 1.41150, -15.47840)
C (-5.76033, 0.55379, -14.48487)
C (-6.30739, -0.70379, -14.74924)
H (-4.47608, -3.56517, -15.43890)
H (-2.62065, -4.49493, -16.76556)
H (-5.04099, -5.10292, -20.04244)
H (-6.96065, -4.01895, -18.97477)
H (-6.65130, -0.36135, -18.11528)
H (-5.72435, 1.94323, -17.34717)
H (-5.78892, 0.95728, -13.45483)
H (-6.53836, -1.38239, -13.90470)

***

ORCA calculation (ωB97M-V/def2-TZVPD) on a cluster of 2 separate species, C2HClF2O in total at a distorted geometry.

## Properties
Energy above the lowest of the compared OMol25 structures with the same formula, charge and spin ... 3.256 eV
Frontier orbital gap ... 10.21 eV
Energy ... -22091.17207 eV

Geometry (Å):
C (-0.52683, 0.37614, -1.29459)
C (-1.06183, -0.37622, -0.08854)
O (-0.95748, 0.97270, -0.22861)
F (-0.26112, -0.71290, 0.91914)
F (-2.20428, -0.96888, -0.03332)
Cl (2.17507, 0.64407, -0.11454)
H (2.83647, 0.06509, 0.84046)